C29H43BF4IN4O3PS2Si2TeTi | wB97M-V/def2-TZVPD

Calculated values
E_HOMO (spin up / spin down)	-0.028 / -0.028	Ha
orbital gap (spin up / spin down)	4.385 / 4.383	eV
E_tot	-5132.3766	a.u.
energy above the lowest of the compared OMol25 structures with the same formula, charge and spin	0.0	kcal per mole
net charge	-2

```
92
Properties=species:S:1:pos:R:3:forces:R:3:mulliken_charge:R:1
H -2.137048 -2.659513 1.497890 0.0 0.0 -0.1 0.154
H 3.451072 1.475447 -2.948368 0.0 0.0 0.0 0.282
H 0.815123 -1.074977 -4.651174 0.0 -0.1 0.0 0.276
H 4.178434 0.381763 -1.751838 0.0 0.0 0.0 -0.251
C -3.145626 1.945054 -4.687470 0.0 0.0 0.0 -0.610
H 1.446015 2.786468 3.919745 0.0 0.0 0.0 0.368
F 0.142490 -2.170198 -2.759023 -0.3 -0.3 -0.1 0.235
F -1.292461 -3.505938 -3.982912 0.0 0.0 0.0 -0.337
H -4.670019 0.853567 1.636014 0.0 0.0 0.0 0.441
Te 1.171687 -0.957118 1.026713 0.8 -0.7 1.3 -0.458
H 6.757471 0.792047 0.958073 0.0 0.0 0.0 0.308
H -2.647929 -3.850485 2.684966 0.0 0.0 0.0 0.352
I 0.821712 3.275347 -2.487021 0.3 0.4 -0.4 -0.414
H -2.858970 1.376165 -5.561242 -0.1 -0.1 0.0 0.480
H 3.680342 2.690205 1.226126 0.0 0.0 0.1 0.468
S -1.367738 0.328627 -3.343354 -0.4 0.3 0.0 -0.649
H -0.029613 -0.546669 3.431780 0.0 0.0 0.0 0.372
C -3.037961 2.589462 2.495839 0.0 0.0 0.4 0.746
C -4.535602 2.621456 2.462338 0.1 0.1 -0.1 -1.038
C -2.369919 2.819349 3.669653 -0.2 0.0 -0.2 -0.935
C -0.445719 -3.524938 5.031266 0.0 0.1 -0.3 -1.123
O -5.135617 1.332129 2.333777 -0.1 -0.1 -0.1 -0.567
C 1.670319 -0.449325 -4.427981 -0.1 -0.1 0.3 -1.522
C -2.870631 2.246648 0.043295 -0.3 0.2 0.6 -1.739
H -4.878995 3.273814 1.646549 0.0 0.0 0.1 0.258
C 3.708136 1.813960 0.577436 0.0 -0.3 0.1 -0.627
C -2.120345 -2.902703 2.559573 0.3 0.1 0.0 -0.732
H -0.929683 -4.498466 5.140971 0.0 0.0 0.0 0.284
H 5.216496 1.631247 3.473436 0.0 0.0 0.0 0.324
C 3.704924 0.437040 -2.731106 -0.3 -0.1 0.0 -0.885
C -3.459543 -1.304915 -2.686289 0.5 0.4 0.2 1.193
H 3.604481 0.990033 3.812802 0.0 0.0 0.0 0.274
O 1.259433 0.109939 -1.669448 0.0 -0.4 -0.2 0.225
B -0.040191 -3.454796 -3.393201 0.2 0.0 0.1 0.123
O -0.084312 1.918691 0.458835 0.1 0.2 1.3 0.823
F 0.971113 -3.569645 -4.384271 0.0 0.0 0.0 -0.450
H 3.343853 -1.787586 2.410277 0.0 0.0 0.0 0.615
H 3.694743 -1.954872 0.697942 0.0 0.0 0.0 0.543
H 3.816332 -2.113790 -1.907577 0.0 0.0 0.0 0.431
N -2.191267 2.100655 -1.127563 0.7 -0.6 -0.4 0.609
C -4.528006 3.564997 -3.601493 0.0 0.0 0.0 -0.665
H 2.520104 -0.769804 -5.032287 0.0 0.0 0.0 0.486
N -1.033280 2.832006 3.811567 0.3 0.0 0.1 -0.785
C 2.765443 -2.187283 -2.189538 -0.1 0.2 -0.2 -1.337
C -4.311315 -2.075514 -1.855841 -0.3 -0.2 0.3 -0.398
H 1.488772 -1.398392 3.697156 0.1 0.0 0.0 0.487
C -0.306293 2.545853 2.734227 0.0 -0.1 -0.1 0.071
C -2.855539 2.377981 -2.303470 -0.1 0.2 -0.2 -0.705
C -2.343044 -0.664137 -2.196190 -0.3 -0.7 0.0 0.965
H -4.139301 3.911573 -1.524708 0.0 0.0 0.0 0.545
C -2.514138 1.692019 -3.484037 -0.1 -0.2 0.1 0.812
H 2.643274 -2.891195 -3.010518 -0.1 0.0 0.0 0.524
H -4.700727 3.041916 -5.681465 0.1 0.0 0.0 0.365
Si -0.354305 -3.020347 3.194230 0.1 -0.2 0.3 0.201
H 1.677811 -4.275236 2.433571 0.0 0.0 0.0 0.289
C -3.867400 -1.198820 -4.039907 -0.1 0.1 -0.5 -0.426
C 4.568282 0.760153 3.355720 0.0 -0.1 -0.3 -1.187
C -3.878671 3.334660 -2.401975 0.1 0.0 0.1 -0.448
S -1.771913 -0.768852 -0.596473 -0.3 -0.7 -0.2 -0.308
C 0.583054 -1.383609 3.089965 -0.4 -0.2 -0.4 -0.792
N -4.238171 -1.100776 -5.127085 0.0 0.0 0.1 -0.688
H 6.061593 -0.301819 -0.231474 0.0 0.0 0.0 0.313
C 1.188069 2.570277 2.884701 -0.1 0.0 -0.1 -0.108
Ti -0.380165 1.163572 -1.105147 -0.5 1.2 -1.4 -0.459
H -4.918913 3.028724 3.399857 0.0 0.0 0.0 0.378
H 6.557994 -0.918699 1.344103 0.0 0.0 0.0 0.327
C 6.096169 -0.069056 0.835604 -0.2 -0.1 0.1 -1.271
H 1.432364 0.594154 -4.643395 0.1 0.1 0.1 0.307
H 5.011599 -0.067301 3.914893 0.0 0.0 0.0 0.334
H 2.167922 -2.534574 -1.347863 -0.1 0.0 0.0 0.108
H 0.439629 -4.237036 1.179432 0.0 0.0 0.0 0.232
C -4.168910 2.879386 -4.753292 0.0 0.1 -0.1 -0.737
N -5.057899 -2.683641 -1.222497 0.1 0.0 0.0 -0.690
H 0.282932 -5.361637 2.531446 0.0 0.0 0.1 0.375
Si 4.356935 0.309183 1.523390 0.3 0.2 0.2 0.687
H -3.952029 2.326707 -0.027376 0.0 0.0 0.0 0.719
P 2.168453 -0.547821 -2.690557 1.0 0.3 -0.3 1.669
H 4.391737 0.058977 -3.489722 0.0 -0.1 0.0 0.485
H -2.932455 3.044492 4.573296 -0.1 0.0 0.0 0.279
C 0.603019 -4.355190 2.251863 -0.2 0.2 0.1 -0.956
C 3.315545 -1.265244 1.453790 -0.3 0.4 -0.4 -1.112
C -0.862700 2.253246 1.483481 -0.6 0.4 0.8 -0.102
H -5.326138 4.297967 -3.631210 0.0 0.0 0.0 0.357
H 1.609626 3.334718 2.228607 0.1 0.0 0.0 0.355
H 2.689560 1.649026 0.219422 0.0 0.1 0.0 -0.184
H 4.327709 2.067487 -0.283275 0.0 -0.1 0.0 0.483
H -1.031161 -2.797581 5.597981 0.0 0.0 0.0 0.302
H 0.544074 -3.587228 5.489021 0.0 0.0 0.0 0.295
H -2.685708 -2.128584 3.083217 0.0 0.0 0.0 0.281
H 1.608489 1.607500 2.589085 0.1 0.0 0.0 -0.499
F 0.135774 -4.450127 -2.432917 0.0 0.0 0.0 -0.345
C -2.282737 2.329749 1.308627 0.3 0.2 -0.7 1.324
```
Forces are in eV/Å.

C8H17FNO2 | wB97M-V/def2-TZVPD

Calculated values
E_HOMO	-0.470	Ha
orbital gap	9.967	eV
E_tot	-619.8266	a.u.
energy above the lowest of the compared OMol25 structures with the same formula, charge and spin	0.0	kcal per mole
net charge	+1

```
29
Properties=species:S:1:pos:R:3:forces:R:3:mulliken_charge:R:1
H 2.208771 -0.629187 -0.805650 0.2 0.0 0.0 0.506
H 2.011748 0.213852 1.794109 0.0 -0.1 0.0 0.488
H -2.226284 -2.570382 3.056610 0.0 -0.1 0.0 0.330
H -3.590977 -2.413490 1.932553 0.0 0.0 0.0 0.255
H 0.390563 2.510534 -0.043708 0.0 0.0 0.0 0.407
C -0.913655 -1.008492 1.616721 -0.2 0.1 0.1 -0.498
H 0.598881 0.977053 1.156373 0.1 0.1 0.0 0.342
H -0.118808 -0.445804 -1.563552 0.0 0.1 0.0 0.062
C 0.808164 2.552928 -1.048540 0.3 -0.1 0.1 -0.434
H -1.526922 1.569912 -2.945621 0.0 0.0 0.0 0.388
H 1.998740 1.293768 -2.150626 0.0 -0.1 -0.1 0.465
C -2.553606 -2.737874 2.027603 0.0 0.2 0.1 -0.659
H -1.525192 1.487156 -1.154655 0.0 0.0 0.0 0.297
C 1.287046 0.147934 0.985155 -0.1 0.0 -0.1 -0.546
C -0.906548 1.576547 -2.054913 -0.1 0.1 0.1 -0.452
F 0.567107 0.198563 -3.331471 0.0 0.0 0.1 -0.309
H 0.369200 -1.591240 0.045975 0.0 0.0 0.0 0.432
H -0.903945 -1.025088 2.711427 0.1 0.0 0.0 0.414
C 0.494358 -1.168989 1.046027 0.0 0.0 0.0 -0.740
H -1.320233 -0.028098 1.317543 0.0 0.0 0.0 0.165
H 1.044440 -1.914345 1.620532 0.0 0.0 -0.1 0.334
C 0.142265 0.483644 -2.065983 0.2 0.0 -0.2 0.477
H -2.487397 -3.800104 1.803212 0.0 0.0 0.0 0.242
O -1.731861 -2.027542 1.108193 0.2 -0.2 -0.1 -0.326
H 3.021157 0.808579 -0.204255 -0.1 0.1 0.1 0.388
O -0.134929 2.776363 -2.023427 -0.1 -0.1 0.0 -0.372
H 1.618472 3.274307 -1.113820 0.0 0.0 0.0 0.351
C 2.047647 0.336919 -0.328166 0.0 0.0 -0.1 -0.920
N 1.331796 1.152575 -1.387645 -0.2 0.0 0.0 -0.089
```
Forces are in eV/Å.

C2H5Cl3Si | wB97M-V/def2-TZVPD

Calculated values
E_HOMO	-0.380	Ha
orbital gap	9.219	eV
E_tot	-1749.2170	a.u.
energy above the lowest of the compared OMol25 structures with the same formula, charge and spin	142.4	kcal per mole
net charge	0

```
11
Properties=species:S:1:pos:R:3:forces:R:3:mulliken_charge:R:1
H 1.531008 -2.095021 -0.633228 0.0 -0.2 0.0 -0.091
H -0.396818 1.996863 -0.050743 0.0 -0.2 0.0 0.372
C -0.823018 1.077135 0.370986 -0.5 0.4 0.4 -0.524
H -0.546497 0.987329 1.423732 0.0 0.0 -0.2 0.338
C -0.320665 -0.090339 -0.391628 -1.1 -2.0 1.3 0.059
H 2.297662 0.173624 -0.919973 0.1 0.1 -0.1 -0.102
Cl -1.460908 -1.787588 0.705979 1.5 1.6 -1.0 -0.289
H 1.758541 -0.570952 1.298219 0.1 -0.1 0.2 -0.101
Cl -2.599475 1.265700 0.294942 0.3 0.2 0.0 -0.134
Cl -0.900224 -0.222545 -1.977054 0.0 0.0 -0.6 -0.080
Si 1.460399 -0.734210 -0.121236 -0.5 0.2 -0.1 0.553
```
Forces are in eV/Å.